{
  "formula": "C30H75N4O22S7",
  "method": "ωB97M-V/def2-TZVPD",
  "symbols": ["H", "H", "H", "S", "H", "H", "S", "O", "H", "C", "C", "C", "H", "H", "H", "H", "H", "H", "H", "O", "O", "H", "H", "O", "H", "S", "C", "H", "H", "H", "H", "C", "O", "C", "H", "H", "H", "C", "H", "H", "H", "H", "H", "C", "H", "C", "H", "H", "H", "C", "C", "O", "H", "H", "C", "C", "H", "H", "H", "O", "H", "C", "C", "C", "H", "H", "N", "H", "O", "N", "H", "O", "H", "C", "C", "H", "C", "O", "C", "C", "C", "S", "O", "H", "C", "O", "H", "H", "H", "H", "O", "H", "H", "H", "S", "H", "H", "C", "H", "C", "H", "O", "H", "H", "C", "H", "N", "H", "H", "H", "O", "H", "H", "O", "H", "O", "O", "H", "H", "O", "N", "C", "H", "O", "H", "H", "H", "H", "O", "C", "S", "C", "H", "O", "H", "H", "C", "S"],
  "coordinates": [[2.239, 5.949, -2.843], [-11.577, 5.420, -6.413], [6.281, -2.780, 4.015], [8.535, 4.166, 2.385], [-1.340, 1.574, 0.206], [10.458, 3.892, 1.074], [-9.889, 2.409, -5.333], [-8.444, 1.851, 0.862], [-1.590, -10.209, 2.122], [-7.989, 2.439, -1.536], [3.606, 5.059, -4.247], [-2.353, 1.896, 0.448], [-2.646, 2.835, -1.480], [4.491, 5.533, -3.822], [-0.954, -8.162, 0.789], [2.719, -0.427, 2.403], [2.681, -0.616, 4.151], [3.893, 4.078, -4.620], [2.147, -8.811, -3.547], [1.321, -12.151, -1.174], [-10.626, 1.489, -4.517], [4.864, 0.219, 2.643], [0.905, 6.121, -0.650], [8.567, 5.675, 1.917], [2.763, 4.308, -2.426], [1.681, -12.080, -2.558], [2.475, 4.965, -3.248], [6.610, 1.699, 4.136], [7.202, -2.340, 5.455], [-8.913, 1.946, -1.830], [-0.940, -3.579, 5.949], [-8.660, 1.553, -6.252], [-10.782, 2.862, -6.553], [3.071, -13.111, -2.855], [10.393, 2.790, 2.483], [5.707, 7.342, 2.643], [1.571, 4.570, -3.709], [2.448, 0.074, 3.336], [0.260, -9.746, -1.320], [1.743, -8.828, -1.044], [2.818, 2.159, 2.922], [-1.795, -4.392, 4.682], [-13.161, 5.114, -5.678], [0.934, 0.351, 3.342], [2.271, 7.237, -7.476], [-0.145, 5.969, -0.407], [8.038, -2.658, 3.924], [6.693, 5.660, 1.028], [-2.373, 2.190, 1.499], [0.946, -9.022, -1.759], [7.295, 6.326, 1.646], [6.001, -0.176, 4.768], [0.728, -9.832, -3.764], [-7.567, 2.567, 3.290], [-12.130, 4.763, -5.742], [-2.752, 3.067, -0.420], [2.755, -14.126, -2.623], [2.489, -5.113, 2.475], [5.224, 1.623, 5.224], [0.671, -12.307, -3.547], [-1.024, -9.403, 3.596], [-8.473, 1.045, 2.068], [-0.734, -2.700, 4.162], [1.511, -9.547, -3.061], [4.058, 7.411, -7.482], [5.061, 1.936, 2.438], [-0.861, -2.727, 2.820], [-12.599, 2.649, -5.571], [0.349, 3.506, 0.314], [-1.174, -3.659, 4.973], [-1.282, -3.420, 2.222], [-9.298, 3.553, -4.703], [-12.635, 3.270, -7.221], [0.181, -0.919, 3.438], [-1.165, -8.140, 1.858], [-3.044, 1.066, 0.295], [10.236, 3.808, 2.134], [1.906, -7.887, 2.831], [7.038, -0.760, 4.005], [-0.891, -9.471, 2.517], [4.745, 1.179, 3.155], [-0.459, 4.254, -0.609], [2.385, -10.687, -2.857], [7.572, 7.188, 1.044], [-7.460, 1.501, 3.094], [1.923, 7.764, -4.718], [0.643, 0.877, 2.430], [3.354, -13.024, -3.900], [-0.343, 6.239, 0.626], [-7.908, 1.226, -5.538], [4.387, 7.837, -4.734], [0.408, -8.091, -1.941], [3.878, -12.803, -2.196], [-0.231, -1.337, 1.389], [1.145, -6.973, 2.046], [-9.122, 0.699, -6.741], [-7.624, 0.955, 4.024], [1.434, -5.335, 2.623], [0.817, -4.666, 2.031], [6.577, 6.740, 2.910], [-0.780, 6.521, -1.093], [7.727, 3.408, 1.473], [-6.440, 1.320, 2.756], [0.651, 0.956, 4.203], [-12.125, 3.345, -6.264], [-8.171, 3.469, -1.241], [-0.282, -1.574, 2.368], [-3.782, 3.360, -0.239], [-8.228, 2.238, -6.976], [-11.679, 4.829, -4.754], [-0.424, 3.896, -1.994], [-2.198, -7.827, 1.995], [10.826, 4.508, 2.719], [1.233, -7.009, 0.619], [-9.489, 1.166, 2.434], [-1.964, 4.246, -0.111], [3.224, 5.792, -5.441], [7.232, 7.334, 3.546], [6.241, 5.876, 3.482], [-0.392, -7.045, 2.452], [-0.095, -1.593, 4.551], [7.146, -2.222, 4.374], [7.982, -0.237, 4.202], [8.231, 4.092, 3.783], [3.184, 1.655, 4.563], [0.121, -9.817, 2.318], [-7.264, 2.404, -2.346], [6.842, -0.655, 2.930], [-7.215, 0.172, -0.448], [5.692, 1.147, 4.361], [3.163, 7.373, -5.317], [3.126, 7.741, -7.033], [-8.335, 0.000, 1.789], [-6.087, 2.242, 0.245], [3.018, 8.820, -7.114], [1.185, -5.291, 3.681], [3.259, 1.354, 3.514], [-7.286, 1.579, -0.182]],
  "forces_ev_per_a": [[0.003, -0.004, 0.012], [-0.035, 0.008, -0.018], [-0.035, 0.020, 0.025], [-0.039, 0.002, -0.001], [-0.011, -0.060, 0.001], [0.001, 0.001, 0.001], [0.036, -0.008, -0.014], [0.057, 0.063, 0.008], [-0.006, -0.002, -0.002], [-0.065, 0.011, -0.106], [0.113, -0.106, 0.099], [0.127, -0.068, 0.102], [0.073, 0.067, -0.008], [-0.010, 0.028, -0.014], [0.044, 0.025, 0.009], [-0.021, 0.039, -0.043], [0.075, -0.041, -0.045], [-0.043, 0.012, -0.057], [0.063, -0.034, 0.041], [0.017, -0.014, 0.014], [-0.006, 0.003, 0.041], [0.067, 0.065, -0.100], [-0.002, -0.005, -0.006], [0.016, 0.002, 0.047], [0.015, -0.031, -0.023], [-0.010, 0.036, 0.001], [-0.051, 0.112, -0.009], [0.034, -0.023, 0.028], [0.054, 0.019, 0.006], [0.002, 0.003, -0.013], [-0.101, 0.025, 0.037], [0.001, -0.019, -0.027], [0.020, 0.047, 0.035], [0.023, -0.021, -0.022], [-0.006, 0.000, 0.003], [0.003, 0.013, -0.004], [0.020, -0.051, 0.010], [-0.024, -0.025, 0.192], [-0.018, 0.025, 0.020], [-0.014, 0.039, -0.022], [-0.035, -0.058, -0.044], [0.069, -0.031, -0.069], [-0.006, 0.002, -0.008], [-0.057, -0.090, -0.036], [-0.007, 0.007, 0.003], [0.002, 0.030, -0.014], [0.008, -0.012, 0.023], [0.023, -0.038, 0.021], [-0.056, -0.042, 0.011], [0.026, -0.163, -0.017], [-0.128, 0.073, -0.111], [-0.158, -0.036, 0.018], [0.003, -0.050, 0.018], [-0.022, -0.009, 0.028], [0.100, -0.003, 0.015], [-0.220, -0.138, -0.107], [-0.005, 0.002, 0.000], [0.005, -0.053, -0.023], [0.031, 0.050, 0.007], [-0.016, -0.008, 0.000], [-0.038, -0.014, -0.006], [-0.079, -0.140, 0.104], [-0.073, -0.023, -0.234], [-0.099, 0.142, -0.112], [-0.001, 0.001, -0.002], [-0.006, 0.113, 0.092], [-0.161, -0.100, 0.257], [0.048, -0.011, 0.018], [0.067, 0.000, 0.009], [0.129, 0.082, 0.120], [0.014, 0.109, -0.112], [0.053, -0.022, 0.035], [0.052, 0.003, -0.025], [-0.124, -0.093, -0.082], [-0.124, -0.086, -0.102], [-0.070, 0.061, -0.022], [0.024, -0.007, -0.019], [0.016, 0.024, 0.011], [0.089, -0.035, -0.055], [0.086, 0.046, 0.052], [-0.045, -0.220, 0.007], [-0.103, 0.012, 0.048], [-0.009, -0.020, 0.041], [0.048, -0.003, 0.022], [0.044, 0.048, -0.062], [-0.013, 0.006, -0.017], [-0.004, 0.108, 0.054], [0.001, -0.001, 0.001], [0.005, -0.005, 0.003], [-0.006, -0.002, 0.006], [0.009, 0.013, 0.013], [0.029, 0.017, -0.019], [-0.004, -0.005, 0.008], [-0.060, -0.002, 0.008], [-0.065, -0.089, 0.034], [0.001, 0.001, -0.002], [-0.008, 0.004, 0.006], [0.031, 0.034, 0.018], [0.066, 0.053, -0.010], [0.051, -0.058, 0.053], [0.005, 0.001, -0.004], [-0.037, -0.028, 0.016], [-0.003, -0.011, -0.006], [0.062, 0.051, -0.007], [-0.201, -0.013, 0.005], [0.008, 0.001, 0.001], [0.077, 0.083, -0.067], [0.044, 0.067, 0.075], [0.006, 0.005, 0.007], [-0.010, -0.012, 0.004], [0.030, -0.071, 0.000], [0.017, 0.028, 0.053], [-0.003, -0.006, 0.011], [0.057, 0.126, 0.039], [-0.001, 0.044, -0.026], [0.044, 0.035, -0.020], [-0.043, 0.025, 0.013], [-0.015, 0.032, -0.017], [-0.002, -0.006, -0.011], [-0.007, -0.018, 0.016], [0.103, -0.040, 0.017], [-0.004, -0.034, -0.050], [-0.017, 0.024, 0.068], [-0.001, -0.042, 0.006], [-0.110, 0.112, -0.040], [-0.007, -0.006, -0.024], [0.008, -0.001, 0.008], [-0.032, 0.009, 0.011], [0.030, -0.020, -0.005], [0.103, 0.078, -0.099], [0.000, -0.024, 0.021], [0.017, 0.007, -0.033], [0.027, 0.016, -0.037], [0.108, 0.052, -0.016], [0.000, 0.000, 0.005], [0.012, 0.008, 0.004], [0.102, 0.037, -0.008], [-0.060, -0.038, 0.039]],
  "mulliken_charge": [0.217, 0.266, 0.244, 1.365, 0.340, 0.324, 1.298, -0.275, 0.397, -1.027, -0.595, -0.916, 0.341, 0.375, 0.269, 0.440, 0.291, 0.285, 0.293, -0.599, -0.665, 0.254, 0.342, -0.332, 0.422, 1.207, -0.761, 0.130, 0.314, 0.350, 0.242, -0.948, -0.289, -0.936, 0.361, 0.386, 0.297, -0.736, 0.292, 0.289, 0.385, 0.227, 0.383, -0.208, 0.317, -0.975, 0.397, 0.341, 0.290, -0.821, -0.352, -0.387, 0.371, 0.267, -0.967, -0.437, 0.373, 0.497, 0.447, -0.646, 0.307, -0.384, 0.533, -0.621, 0.317, 0.418, -0.105, 0.340, -0.585, -0.371, 0.220, -0.607, 0.270, 0.348, -0.272, 0.453, -1.027, -0.603, -0.114, -1.047, -0.502, 1.180, -0.254, 0.284, -0.933, -0.604, 0.101, 0.317, 0.372, 0.346, -0.648, 0.427, 0.316, 0.243, 1.190, 0.322, 0.393, -1.006, 0.189, -0.945, 0.331, -0.654, 0.244, 0.333, -0.354, 0.383, 0.002, 0.200, 0.329, 0.292, -0.635, 0.239, 0.333, -0.596, 0.284, -0.298, -0.262, 0.266, 0.262, -0.214, -0.638, -1.265, 0.278, -0.612, 0.404, 0.309, 0.372, 0.330, -0.700, -0.456, 1.205, -0.935, 0.342, -0.573, 0.371, 0.315, -0.773, 1.229],
  "multiplicity": 1,
  "homo_lumo_gap_ev": 8.4907,
  "charge": 1,
  "energy_ev": -159169.8481
}